Molecular formula: C17H34F6N6O4PSTa
Method: DFT, ωB97M-V with the def2-TZVPD basis set

```
70
Properties=species:S:1:pos:R:3:forces:R:3:lowdin_charge:R:1
Ta 0.43260 0.58031 -0.37698 0.0 -1.3 -1.0 1.559
S -0.39541 2.50886 1.16918 -0.3 -0.2 0.4 0.655
P -2.23125 -1.52704 -0.05468 0.1 -0.4 0.0 0.578
F 4.28705 0.26214 -1.54976 0.0 -0.1 0.0 0.182
F 2.98727 3.98363 -0.32923 -0.1 0.0 -0.1 0.156
F 2.64061 3.27483 1.67803 0.0 0.0 0.1 0.151
F 4.65790 3.55094 0.97455 0.2 0.0 0.0 0.196
F 5.65396 1.73673 -0.76541 0.2 0.0 0.1 0.205
F 4.09018 2.32506 -2.12358 0.0 0.2 -0.1 0.101
O 2.16192 1.35860 -0.29020 0.8 1.1 0.2 -0.316
O 1.02220 -0.64052 -1.46195 0.0 0.2 -0.4 -0.448
O -1.52279 -0.23042 -0.46831 0.6 0.4 0.2 -0.426
O 0.72322 -0.31790 1.37339 -0.3 0.2 0.5 -0.272
N 0.47214 0.31217 2.54737 0.0 0.2 0.2 -0.155
N -3.27381 -1.17202 1.15751 0.1 -0.2 0.0 -0.277
N 0.01778 1.78059 -2.37363 -0.1 0.2 0.3 -0.030
N 2.72596 2.51662 -4.92175 0.0 0.0 -0.1 0.209
N -3.04366 -2.09151 -1.36408 -0.2 0.1 0.2 -0.284
N -1.14105 -2.65780 0.44068 -0.4 0.0 -0.2 -0.286
C -0.10194 -3.06348 -0.52194 -0.5 -0.4 0.7 -0.083
C 0.02545 1.39401 5.00327 0.0 -0.1 0.0 -0.013
C 0.52406 0.08775 4.89561 0.0 0.1 0.1 -0.017
C -0.23868 2.11755 3.87058 0.0 -0.1 -0.1 -0.059
C 4.39269 1.50025 -1.07323 0.0 0.0 0.1 -0.553
C 3.91197 0.76592 1.25545 -0.1 0.0 -0.1 0.052
C 3.44302 3.15004 0.62066 -0.1 0.0 0.0 -0.578
C 1.30924 1.82566 -3.07911 -0.1 0.1 -0.1 -0.252
C 0.73651 -0.42562 3.65478 0.0 -0.1 -0.2 -0.008
C -1.49595 -3.65464 1.44994 0.1 0.0 0.1 -0.079
C -3.98462 -1.18214 -2.02518 0.1 0.0 0.0 -0.082
C -0.01984 1.58042 2.58670 0.0 0.2 0.0 -0.649
C 3.43875 1.68620 0.13124 0.0 -0.2 0.0 -0.379
C -2.80826 -0.38596 2.29836 -0.1 0.0 -0.1 -0.073
C 1.30243 2.54703 -4.41927 0.0 0.0 0.0 -0.101
C -4.43236 -2.03501 1.41188 -0.1 0.2 0.0 -0.068
C -3.37124 -3.51327 -1.50792 0.0 0.0 -0.1 -0.071
H -5.10254 -1.49902 2.08274 0.0 0.0 0.0 0.097
H -3.71543 -3.66858 -2.52961 0.0 -0.1 0.0 0.096
H -0.33593 2.72022 -2.19524 -0.1 -0.1 -0.1 0.120
H 3.35925 2.95892 -4.24634 0.0 0.0 0.0 0.160
H 0.67639 2.07254 -5.17369 0.0 0.0 0.0 0.142
H 1.02245 3.59638 -4.33357 0.0 0.0 0.0 0.144
H -0.68588 1.26610 -2.90127 0.0 0.0 0.1 0.120
H -4.17311 -2.98872 1.87646 0.0 0.0 0.0 0.082
H 0.13551 -2.18007 -1.07116 0.3 -0.2 -0.6 0.003
H -1.92574 -3.18294 2.33196 0.0 0.0 0.0 0.069
H 0.77715 -3.39235 0.03369 0.0 0.0 0.0 0.101
H -2.49045 -4.13020 -1.35539 0.0 0.0 0.0 0.066
H -4.97469 -2.22265 0.48805 0.0 0.0 0.0 0.068
H -0.62663 3.12416 3.92582 0.0 0.0 0.0 0.120
H 2.82690 2.99937 -5.81789 0.0 0.0 0.0 0.183
H -0.57627 -4.15489 1.75293 0.0 0.0 0.0 0.094
H -4.10875 -1.49932 -3.06044 0.0 0.0 0.0 0.092
H 2.00857 2.32531 -2.41757 0.0 0.0 0.0 0.091
H 0.74671 -0.51790 5.76120 0.0 0.0 0.0 0.126
H -4.16156 -3.84550 -0.83035 0.0 0.0 0.0 0.084
H -3.66798 0.10183 2.75794 0.0 0.0 0.0 0.101
H 4.92188 1.02384 1.56712 0.0 0.0 0.0 0.113
H -0.43374 -3.87526 -1.17198 0.0 0.0 0.0 0.087
H -3.58712 -0.16887 -2.01399 0.0 0.0 0.0 0.074
H 3.23900 0.87717 2.10363 0.0 0.0 0.0 0.092
H 1.65253 0.79497 -3.19248 0.0 0.0 0.0 0.119
H 3.05213 1.55383 -5.04634 0.0 0.0 0.0 0.182
H -4.96714 -1.17456 -1.54539 0.0 0.0 0.0 0.088
H -0.15330 1.83519 5.97430 0.0 0.0 0.0 0.129
H 1.11929 -1.41278 3.44166 0.0 0.0 0.0 0.150
H -2.13823 0.39508 1.94414 -0.1 0.0 0.0 0.034
H -2.30676 -0.99575 3.05861 0.0 0.0 0.0 0.088
H 3.88486 -0.26510 0.90720 0.0 0.0 0.0 0.112
H -2.18743 -4.41845 1.08227 0.0 0.0 0.0 0.087
```
Positions in Å, forces in eV/Å.

Output
**E_HOMO**: -13.622 eV
**Gap between HOMO and LUMO**: 0.304 Ha
**Total charge**: +2
**E_tot**: -73284.324 eV
**Relative energy (zero: lowest compared OMol25 entry of this formula, charge and spin)**: 0.444 eV